Computed, not measured: a 4-piece molecular cluster, C42H94N9O5P3 overall at a distorted geometry, with ωB97M-V with the def2-TZVPD basis set.

Computed properties:
- Energy: -96587.073 eV
- Spin multiplicity: 1
- Structure (SMILES): CCCCCCCCCCCCCCCCCCC1=CC(=O)C=CC1=O.CN(C)P(=O)(N(C)C)N(C)C.CN(C)P(=O)(N(C)C)N(C)C.CN(C)P(=O)(N(C)C)N(C)C

```
153
C42H94N9O5P3 | OMol25 | ωB97M-V with the def2-TZVPD basis set
H 3.810 -1.756 -3.464
H 3.826 -2.779 0.992
H 3.081 -11.024 0.355
H 7.113 -14.211 -0.179
H -5.941 3.804 -1.771
C -4.194 5.494 -3.996
H 4.949 -5.618 4.111
H 0.537 -1.416 0.261
N 1.617 -3.817 3.848
H -3.863 5.395 -5.046
C 2.737 -1.887 -3.324
C -6.956 9.739 0.382
C 2.119 -1.492 -2.008
H -0.458 4.034 -0.786
H 0.367 1.453 1.653
H 2.372 2.961 1.611
C -1.944 0.569 -0.353
H 4.447 -6.884 5.224
H -1.083 6.911 -1.584
H -3.990 10.901 -3.641
C -4.843 4.147 -3.608
H 9.066 -12.155 0.166
H 2.379 -3.749 5.821
N -5.212 11.215 -1.950
H -2.019 2.290 0.909
H 2.425 -2.512 1.984
H 2.240 -2.185 5.010
H -5.346 11.654 0.113
C -4.882 3.874 -2.069
H -7.374 10.745 0.367
C 0.554 -2.496 -4.157
H 4.685 -6.069 1.869
P -6.352 9.980 -2.364
H -3.466 2.235 -2.473
C 4.094 -6.004 4.683
H 2.468 -2.619 -5.296
C 2.487 -3.241 4.854
H -6.674 7.214 -1.754
C 8.621 -12.642 1.039
H 6.151 -10.964 4.344
C 1.387 3.420 1.782
H -5.023 1.691 -1.900
H -0.674 2.833 1.261
C 0.622 -1.554 -1.860
H 2.004 5.465 1.665
H -3.577 12.329 -2.722
C 6.672 -13.215 -0.142
C 4.143 -5.295 1.328
H -5.977 9.757 0.878
H -7.685 11.751 -4.234
O 0.634 -5.935 3.239
H -7.631 9.154 1.014
O -5.332 8.944 -2.783
N 2.939 -6.331 3.872
C -0.072 -2.025 -2.878
H 0.085 -2.517 4.487
C -1.809 4.829 -3.434
H -2.256 0.051 0.569
H 7.085 -8.722 3.418
H 6.785 -12.468 3.620
C -0.417 0.386 -0.502
H 0.014 0.988 -1.310
H -1.752 4.693 -4.527
H 1.805 4.702 0.057
H 0.591 6.406 -1.410
C -5.284 12.156 -0.850
C 4.144 -10.963 0.120
P 6.649 -10.794 1.114
C 2.977 -7.708 3.382
H -1.037 -1.702 -0.526
H 3.537 -7.800 2.442
C -0.736 5.032 -0.433
H 3.423 -8.391 4.106
H -0.077 -4.182 5.075
H 6.930 -12.689 -1.065
C -0.432 6.029 -1.596
H -5.009 12.336 -3.761
H 0.008 0.733 0.455
H -0.032 6.499 1.035
H 4.351 -11.670 -0.694
H 8.621 -9.472 3.889
O 2.817 -1.144 -1.114
C -0.043 5.410 0.893
H -9.858 11.043 -2.232
H 0.561 2.258 0.108
C 7.011 -11.427 3.843
H 1.191 3.491 2.859
H -5.891 4.188 -3.948
H -1.822 5.094 -0.256
H 4.316 -9.958 -0.271
N 4.975 -11.203 1.299
H 4.681 -13.224 1.960
H -4.389 1.646 0.265
H -4.901 6.335 -4.009
C -4.269 2.481 -1.761
C 2.042 -2.354 -4.333
N 7.140 -12.486 1.060
C -2.943 5.842 -3.180
H -6.119 12.868 -0.922
C 0.230 -3.567 4.219
H 2.292 -3.571 0.580
H 4.633 -11.989 3.230
H -6.990 12.878 -3.059
H -0.443 -3.771 3.390
H -2.510 0.131 -1.190
H 8.886 -13.701 1.022
C -3.789 2.389 -0.279
H -4.444 4.671 -1.459
H 8.419 -8.873 2.260
O 6.425 -9.302 0.962
P 1.954 -5.251 2.948
N -7.731 11.062 -2.203
H -9.112 9.868 -3.336
N 7.405 -10.682 2.662
H -3.147 6.009 -2.113
H 0.119 5.855 -3.712
C 1.369 4.796 1.065
H -1.648 2.666 -0.800
C -0.097 -1.143 -0.595
C -6.519 7.745 -0.818
N -6.874 9.154 -0.942
H -5.472 7.616 -0.514
C 7.899 -9.373 3.074
H 4.907 -4.703 0.823
H 3.522 -5.775 0.568
H 0.174 4.365 -2.776
H -0.678 5.003 1.699
H -8.713 12.694 -3.144
C -7.776 12.141 -3.217
H -4.369 12.748 -0.788
C 0.349 2.444 1.173
O -0.091 -2.993 -5.011
C -4.417 11.726 -3.066
H -2.587 6.823 -3.547
H 5.595 -13.374 -0.126
C 4.393 -12.188 2.189
H 7.833 -11.456 4.565
H 1.966 -8.079 3.197
H -4.414 3.290 -4.144
H -3.948 3.360 0.215
N 3.343 -4.439 2.238
C -2.288 2.064 -0.137
C 2.945 -3.271 1.406
C -0.417 5.282 -2.943
H 3.534 -3.251 4.554
H 3.303 -12.147 2.149
H -7.150 7.252 -0.073
H 3.853 -5.285 5.464
H -9.161 9.579 -1.597
C -9.028 10.345 -2.355
H 9.087 -12.227 1.928
H -1.159 -2.095 -2.819
H -2.106 3.846 -3.032
```

=====

Computed, not measured: a single C5H7Cl molecule at a distorted geometry, with ωB97M-V with the def2-TZVPD basis set.

Computed properties:
- Energy: -17819.295 eV
- Spin multiplicity: 1
- Structure (SMILES): C=CC(=C)CCl
- ΔE to the lowest compared entry with this formula, charge and spin: 114.2 kJ/mol

```
13
C5H7Cl | OMol25 | ωB97M-V with the def2-TZVPD basis set
C -1.268 -0.890 -1.536
H -2.317 -0.717 -1.775
C -1.956 1.418 0.395
H 1.213 -0.990 -1.324
H -0.965 0.108 1.779
Cl 1.903 0.211 0.592
C 0.737 -0.885 -0.320
H -2.269 1.708 -0.606
H -0.623 -1.202 -2.354
H -2.294 2.042 1.192
C -0.664 -0.463 -0.400
H 0.900 -1.890 0.142
C -1.184 0.380 0.674
```

=====

Computed, not measured: a 2-piece molecular cluster, C3H8OS2 overall at a distorted geometry, with ωB97M-V with the def2-TZVPD basis set.

Computed properties:
- Energy: -26957.464 eV
- Spin multiplicity: 1
- Structure (SMILES): C1CSCS1.O
- ΔE to the lowest compared entry with this formula, charge and spin: 110.5 kJ/mol

```
14
C3H8OS2 | OMol25 | ωB97M-V with the def2-TZVPD basis set
C 0.000 0.000 0.000
H 2.416 -1.403 0.671
H 3.123 -0.598 -0.459
H 2.284 2.249 -1.759
H 0.166 1.082 -2.701
H -1.100 0.012 0.119
S 0.755 1.686 0.040
H 1.691 0.292 -3.197
S 0.381 -0.963 -1.515
O 2.533 -0.491 0.321
C 1.814 1.340 -1.338
C 1.035 0.504 -2.331
H 0.423 -0.593 0.833
H 2.623 0.694 -0.945
```

=====

Computed, not measured: a 2-piece molecular cluster, C2H5FS2 overall at a distorted geometry, with ωB97M-V with the def2-TZVPD basis set.

Computed properties:
- Energy: -26540.834 eV
- Spin multiplicity: 1
- ΔE to the lowest compared entry with this formula, charge and spin: 188.4 kJ/mol

```
10
C2H5FS2 | OMol25 | ωB97M-V with the def2-TZVPD basis set
S -2.633 -0.636 0.402
S -1.782 0.779 -0.828
H -2.869 -0.197 1.657
C -0.068 0.814 -0.156
C 0.428 -0.586 0.135
H 0.283 -1.257 -0.660
H 1.473 -0.537 0.399
H -0.194 -0.990 0.778
F 0.042 1.665 0.864
H 0.708 1.422 -1.370
```

=====

Question: spin multiplicity of number 2 (C5H7Cl)?
Answer: 1

=====

Question: Which of these has the lowest energy?
Answer: C42H94N9O5P3